The following is a quantum chemistry calculation of a molecular structure, C3H5NS in a non-equilibrium geometry, from the Open Molecules 2025 dataset.

Its HOMO energy is -8.7 eV. The LUMO energy is -0.123 eV. The energy relative to the best compared isomer or geometry (same formula, charge and spin) is 45.6 kcal per mole. The net charge is 0.

Last column: Mulliken charge in e.
Element x y z (Å)
C1 -1.0361 0.1773 0.0227  0.266
C2 0.0276 -0.9701 0.1187  -0.521
C3 0.2548 1.0686 0.0736  -0.258
H1 0.0124 -1.5049 1.0327  0.238
H2 -0.1776 -1.7764 -0.5446  0.320
H3 1.4982 -0.3137 -0.9922  0.271
H4 0.3472 1.9543 -0.6063  0.297
H5 0.4809 1.4953 1.0453  0.194
N1 1.2007 -0.1528 -0.0985  -0.465
S1 -2.6081 0.0223 -0.0514  -0.341

Forces on the atoms, in the same order (eV/Å):
3.50 -1.60 0.77
-1.83 -0.45 -0.18
0.51 0.79 -1.18
-0.01 -0.03 1.57
0.05 -0.53 -1.29
0.93 0.17 -2.93
-0.06 -0.98 0.07
-0.44 -0.19 0.42
-2.17 2.02 2.87
-0.50 0.80 -0.12



The following is a quantum chemistry calculation of C3H5NS3 in the gas phase in a non-equilibrium geometry, from the Open Molecules 2025 dataset.

Its HOMO energy is -9.1 eV. Its SMILES is S=CSC/C=N\S. The LUMO energy is -0.571 eV. The energy relative to the best compared isomer or geometry (same formula, charge and spin) is 29.8 kcal per mole. The net charge is 0.

Last column: Mulliken charge in e.
Element x y z (Å)
C1 -0.8103 -1.1953 0.2767  0.265
C2 -0.1108 -0.1938 1.0957  -1.105
C3 1.9759 0.5941 -0.6102  -0.149
H1 -3.8315 -0.2500 -0.9987  0.169
H2 -0.2027 -2.0755 -0.0036  0.334
H3 0.6825 -0.7241 1.6216  0.396
H4 -0.8607 0.2595 1.7725  0.473
H5 2.2260 1.1420 -1.4876  0.347
N1 -1.9227 -1.1564 -0.3080  -0.394
S1 -2.8436 0.2915 -0.2418  -0.134
S2 0.5881 1.2937 0.2091  0.050
S3 2.8253 -0.6782 -0.1748  -0.253

Forces on the atoms, in the same order (eV/Å):
1.30 -0.94 -1.42
-0.17 1.13 0.70
-0.88 0.22 0.77
0.25 0.34 0.35
-0.40 0.14 0.52
0.02 0.49 0.26
0.57 -0.13 0.04
0.27 0.69 -0.57
-0.82 0.63 -0.29
-0.26 -0.67 -0.21
-0.28 -1.05 -0.24
0.41 -0.84 0.09



The following is a quantum chemistry calculation of C3H5NS4 in the gas phase in a non-equilibrium geometry, from the Open Molecules 2025 dataset.

Its HOMO energy is -8.9 eV. Its SMILES is S=C(CS)S/C=N\S. The LUMO energy is -0.906 eV. The energy relative to the best compared isomer or geometry (same formula, charge and spin) is 23.4 kcal per mole. The net charge is 0.

Last column: Mulliken charge in e.
Element x y z (Å)
C1 -2.0931 -0.5707 0.8286  -0.818
C2 -0.9114 0.3958 0.4363  0.334
C3 1.6430 0.6142 -0.5031  0.092
H1 -3.3353 -0.0713 -1.1288  0.148
H2 -2.8145 0.0022 1.3902  0.359
H3 -1.7321 -1.4140 1.4579  0.364
H4 1.0017 1.3307 -1.0757  0.275
H5 4.9214 -0.3638 -0.6698  0.149
N1 2.8931 0.4449 -0.7371  -0.345
S1 -2.9226 -1.2778 -0.6406  -0.160
S2 -1.1794 1.9577 0.0055  -0.204
S3 0.6718 -0.3817 0.5792  -0.091
S4 3.8574 -0.6662 0.0574  -0.100

Forces on the atoms, in the same order (eV/Å):
1.23 0.36 -0.18
-0.75 -0.11 0.24
0.86 -0.09 -0.70
0.19 -0.54 0.23
-0.13 0.14 0.18
-0.19 0.49 -0.54
0.98 -0.43 0.45
0.40 0.00 -0.12
-1.73 0.86 -0.15
0.17 0.63 0.04
0.02 -1.07 0.21
-0.64 -0.03 0.00
-0.40 -0.19 0.34